Record 1
Density functional theory data (ωB97M-V/def2-TZVPD) for a structure of composition C20H22AsClO7Pt in a non-equilibrium geometry.

Computed properties:
DFT total energy, eV: -112034.073
Kohn-Sham gap (alpha / beta), hartree: 0.236 / 0.250
⟨S²⟩: 2.006
HOMO (alpha / beta), eV: -6.5 / -8.8
Total charge: 0
Spin multiplicity: 3
Maximum force, Eh/bohr: 0.083

Each line ends with the Löwdin charge.
Element x y z (Å)
Pt 2.108 -0.400 0.033  1.15
O 3.574 -1.976 3.685  0.13
C 3.217 -1.056 2.749  -0.38
O 2.876 -1.409 1.613  -0.13
C 3.202 0.294 3.407  -0.08
O 2.281 1.178 2.734  -0.12
C 2.902 2.090 1.802  -0.10
C 4.054 1.497 0.930  -0.60
O 5.238 1.721 1.224  0.02
O 3.795 0.784 -0.150  -0.23
H 3.662 -2.853 3.251  0.15
H 4.247 0.646 3.399  0.16
H 2.843 0.154 4.423  0.15
H 3.332 2.965 2.267  0.12
H 2.094 2.391 1.153  0.11
C 0.607 -3.645 0.516  -0.30
As 0.193 -1.774 0.056  1.04
C -0.890 -2.083 -1.577  -0.25
C -1.094 -1.271 1.523  -0.28
C -2.523 -1.462 1.159  -0.31
C -3.258 -0.332 0.730  -0.03
C -4.642 -0.444 0.542  -0.08
C -5.293 -1.654 0.715  -0.11
C -4.566 -2.778 1.094  -0.10
C -3.201 -2.685 1.322  -0.06
H -0.261 -4.307 0.359  0.03
H 0.923 -3.664 1.557  0.01
H 1.448 -3.913 -0.171  0.04
H -1.564 -2.929 -1.448  0.02
H -0.157 -2.242 -2.417  0.05
H -1.435 -1.118 -1.737  0.04
H -0.877 -0.207 1.673  0.06
H -0.842 -1.889 2.409  0.09
H -2.780 0.608 0.607  0.09
H -5.284 0.428 0.359  0.11
H -6.378 -1.717 0.637  0.10
H -5.133 -3.703 1.253  0.11
H -2.648 -3.598 1.591  0.11
Cl -0.482 4.548 -6.189  0.71
C -0.220 3.873 -4.671  -0.70
C 0.846 2.914 -4.523  -0.09
C 0.994 2.206 -3.347  0.00
C 0.010 2.402 -2.325  -0.16
C -0.931 3.399 -2.363  -0.01
C -1.018 4.151 -3.545  -0.10
C 0.220 1.573 -1.134  -0.54
O 1.348 0.879 -1.302  -0.30
O -0.522 1.581 -0.119  0.00
H 1.496 2.737 -5.371  0.10
H 1.837 1.501 -3.226  0.13
H -1.596 3.631 -1.489  0.14
H -1.753 4.956 -3.668  0.10

Record 2
Density functional theory data (ωB97M-V/def2-TZVPD) for the ion C4H5O2 with charge +1 in a non-equilibrium geometry.

Computed properties:
DFT total energy, eV: -8313.409
Kohn-Sham gap, hartree: 0.388
ΔE to the lowest compared entry with this formula, charge and spin, kJ/mol: 220.9
HOMO, eV: -15.4
Total charge: +1
Maximum force, Eh/bohr: 0.085

Each line ends with the Löwdin charge.
Element x y z (Å)
C 0.216 -1.088 -0.023  0.06
C 2.505 0.052 -0.048  -0.17
C -0.988 -0.516 -0.101  -0.10
C -1.236 0.888 0.044  -0.06
O 3.502 0.567 -0.179  0.40
O 1.445 -0.272 0.333  0.25
H 0.343 -2.067 0.210  0.10
H -1.870 0.989 0.919  0.10
H -1.652 -1.352 -0.436  0.17
H -0.373 1.512 0.196  0.08
H -1.891 1.287 -0.916  0.17

Record 3
Density functional theory data (ωB97M-V/def2-TZVPD) for a structure of composition C49H48BrN5ORe in a non-equilibrium geometry.

Computed properties:
DFT total energy, eV: -133261.102
Kohn-Sham gap (alpha / beta), hartree: 0.207 / 0.209
ΔE to the lowest compared entry with this formula, charge and spin, kJ/mol: 0.0
⟨S²⟩: 0.775
HOMO (alpha / beta), eV: -6.3 / -6.3
Total charge: 0
Spin multiplicity: 2
Maximum force, Eh/bohr: 0.046

Each line ends with the Löwdin charge.
Element x y z (Å)
Re -0.252 0.103 1.227  1.38
C 3.410 0.573 7.507  -0.05
C 2.871 0.698 6.108  -0.29
C 3.093 1.824 5.325  -0.05
C 2.551 1.939 4.063  -0.01
C 1.772 0.927 3.461  -0.20
N 1.268 1.091 2.184  -0.12
C 1.509 2.342 1.565  -0.30
C 2.695 2.649 0.915  -0.01
C 2.833 3.836 0.213  -0.04
C 1.790 4.753 0.130  -0.26
C 1.904 5.985 -0.724  -0.03
C 0.606 4.458 0.794  0.03
C 0.481 3.282 1.513  -0.15
N -0.767 2.981 2.142  -0.03
C -1.601 3.833 2.771  -0.04
C -2.662 3.106 3.256  -0.04
C -2.391 1.785 2.883  -0.11
N -1.248 1.720 2.215  -0.09
C 1.561 -0.213 4.265  -0.11
C 2.084 -0.294 5.552  0.01
N 0.791 -1.335 3.831  -0.09
C 0.855 -2.590 4.318  -0.07
C -0.177 -3.313 3.770  -0.04
C -0.834 -2.409 2.936  -0.13
N -0.236 -1.218 2.964  -0.08
H 4.129 1.364 7.717  0.07
H 2.612 0.646 8.249  0.08
H 3.912 -0.384 7.658  0.08
H 3.687 2.642 5.716  0.11
H 2.735 2.844 3.504  0.11
H 3.497 1.922 0.940  0.13
H 3.760 4.038 -0.311  0.11
H 2.944 6.296 -0.827  0.09
H 1.513 5.792 -1.725  0.04
H 1.339 6.816 -0.299  0.08
H -0.246 5.121 0.698  0.13
H -1.365 4.881 2.840  0.13
H -3.507 3.475 3.809  0.10
H -2.953 0.884 3.064  0.11
H 1.846 -1.159 6.158  0.11
H 1.628 -2.888 5.002  0.12
H -0.407 -4.351 3.931  0.10
H -1.676 -2.567 2.285  0.11
C 0.030 -7.080 -2.974  -0.07
C 0.934 -6.609 -1.831  -0.56
C 0.792 -7.589 -0.657  -0.05
C 2.383 -6.637 -2.333  -0.06
C 0.555 -5.210 -1.345  -0.17
C 1.430 -4.478 -0.554  -0.09
C 1.051 -3.246 -0.061  -0.55
Br 2.284 -2.268 1.005  0.83
C -0.198 -2.676 -0.329  -0.36
O -0.529 -1.511 0.194  -0.37
C -1.088 -3.389 -1.159  -0.08
C -0.684 -4.637 -1.623  0.02
C -2.427 -2.772 -1.582  -0.53
C -2.157 -1.505 -2.416  -0.03
C -3.247 -3.733 -2.446  -0.07
C -3.292 -2.413 -0.365  -0.05
H 0.391 -8.039 -3.350  0.08
H 0.030 -6.369 -3.802  0.09
H -1.000 -7.227 -2.645  0.08
H 1.048 -8.605 -0.970  0.08
H -0.233 -7.593 -0.281  0.09
H 1.452 -7.307 0.165  0.08
H 2.620 -7.628 -2.727  0.08
H 3.098 -6.425 -1.538  0.07
H 2.535 -5.906 -3.129  0.09
H 2.412 -4.854 -0.301  0.10
H -1.368 -5.183 -2.252  0.08
H -1.485 -1.732 -3.246  0.09
H -1.704 -0.717 -1.819  0.06
H -3.094 -1.124 -2.831  0.09
H -2.747 -3.962 -3.389  0.09
H -4.202 -3.261 -2.686  0.08
H -3.460 -4.669 -1.927  0.09
H -2.780 -1.734 0.312  0.05
H -3.576 -3.315 0.185  0.09
H -4.207 -1.921 -0.703  0.09
C -0.297 1.247 -0.351  -0.15
C -0.562 2.021 -1.306  -0.09
C -0.782 2.871 -2.333  -0.13
C 0.343 3.622 -2.925  -0.17
C 1.657 3.185 -2.723  -0.03
C 2.730 3.913 -3.206  -0.09
C 2.520 5.096 -3.906  -0.10
C 1.223 5.544 -4.110  -0.10
C 0.146 4.817 -3.623  -0.05
C -2.177 3.087 -2.780  -0.18
C -2.493 3.315 -4.120  -0.05
C -3.811 3.475 -4.522  -0.08
C -4.840 3.412 -3.593  -0.10
C -4.538 3.181 -2.257  -0.08
C -3.223 3.018 -1.856  -0.03
H 1.820 2.270 -2.167  0.12
H 3.737 3.554 -3.037  0.11
H 3.360 5.662 -4.289  0.10
H 1.046 6.470 -4.643  0.11
H -0.858 5.196 -3.767  0.11
H -1.702 3.346 -4.859  0.11
H -4.033 3.642 -5.568  0.10
H -5.867 3.540 -3.908  0.10
H -5.332 3.125 -1.522  0.10
H -2.988 2.828 -0.815  0.11

Record 4
Density functional theory data (ωB97M-V/def2-TZVPD) for a cluster of 3 separate species, C6H18O6 in total in a non-equilibrium geometry.

Computed properties:
DFT total energy, eV: -18796.496
Kohn-Sham gap, hartree: 0.380
ΔE to the lowest compared entry with this formula, charge and spin, kJ/mol: 254.6
HOMO, eV: -9.9
Total charge: 0
Maximum force, Eh/bohr: 0.055

Each line ends with the Löwdin charge.
Element x y z (Å)
O 2.362 -0.959 -1.129  -0.10
C 1.846 0.406 -1.209  -0.20
C 2.624 1.306 -0.264  -0.18
O 4.009 1.227 -0.765  -0.11
H 2.036 -1.360 -1.939  0.09
H 2.074 0.635 -2.251  0.12
H 0.770 0.342 -1.037  0.10
H 2.728 0.920 0.754  0.11
H 2.490 2.387 -0.253  0.12
H 4.084 0.280 -0.966  0.06
O 0.650 -0.238 2.308  -0.06
C 1.066 -1.589 2.195  -0.25
C -0.073 -2.572 2.435  -0.25
O -1.078 -2.244 1.485  -0.07
H -0.137 -0.234 1.744  0.07
H 1.429 -1.778 1.179  0.10
H 1.872 -1.807 2.897  0.12
H -0.375 -2.492 3.490  0.12
H 0.251 -3.615 2.344  0.12
H -1.655 -3.014 1.437  0.09
O -1.709 0.651 -2.584  -0.06
C -1.992 1.420 -1.442  -0.28
C -3.443 1.615 -1.047  -0.28
O -3.680 2.148 0.223  -0.04
H -2.113 0.967 -3.397  0.09
H -1.549 0.843 -0.616  0.11
H -1.358 2.313 -1.489  0.13
H -3.881 0.621 -1.213  0.12
H -3.909 2.273 -1.787  0.12
H -3.340 1.548 0.896  0.09

Record 5
Density functional theory data (ωB97M-V/def2-TZVPD) for a cluster of 4 separate species, C18H33ClN6 in total in a non-equilibrium geometry.

Computed properties:
DFT total energy, eV: -40651.491
Kohn-Sham gap, hartree: 0.369
ΔE to the lowest compared entry with this formula, charge and spin, kJ/mol: 13.4
HOMO, eV: -14.0
Total charge: +2
Maximum force, Eh/bohr: 0.055

Each line ends with the Löwdin charge.
Element x y z (Å)
C -1.532 1.890 4.510  -0.05
C -1.182 1.004 3.295  -0.16
N -0.778 -0.382 3.689  -0.05
C -0.789 -1.367 2.750  -0.07
C -0.481 -2.497 3.447  -0.02
N -0.250 -2.154 4.730  -0.10
C -0.499 -0.817 4.888  0.00
C 0.081 -3.062 5.842  0.03
H -1.695 2.919 4.199  0.09
H -0.704 1.871 5.232  0.08
H -2.468 1.542 4.950  0.09
H -0.351 1.382 2.709  0.08
H -1.975 0.809 2.641  0.10
H -0.957 -1.219 1.695  0.01
H -0.110 -3.447 3.079  0.15
H -0.465 -0.251 5.812  0.17
H 0.956 -3.642 5.586  0.10
H -0.752 -3.780 5.928  0.11
H 0.154 -2.471 6.734  0.09
C 0.510 -3.882 -3.040  -0.08
C 0.070 -2.580 -3.597  -0.19
N -1.330 -2.162 -3.355  -0.04
C -2.490 -2.466 -4.059  0.00
C -3.482 -1.868 -3.425  -0.01
N -2.941 -1.243 -2.297  -0.06
C -1.639 -1.378 -2.344  -0.08
C -3.748 -0.557 -1.235  0.04
H -0.124 -4.797 -3.337  0.11
H 0.612 -3.852 -1.884  0.11
H 1.522 -4.011 -3.442  0.08
H 0.099 -2.485 -4.701  0.14
H 0.677 -1.805 -3.130  0.12
H -2.420 -3.161 -4.885  0.15
H -4.553 -1.936 -3.564  0.15
H -0.943 -1.002 -1.573  0.03
H -4.147 -1.328 -0.581  0.09
H -4.614 0.006 -1.643  0.11
H -3.052 0.015 -0.606  0.08
C 0.243 3.076 -3.196  -0.06
C 0.902 4.058 -2.234  -0.14
N 2.168 3.516 -1.655  -0.03
C 3.412 3.897 -2.055  -0.03
C 4.300 3.155 -1.407  -0.02
N 3.598 2.284 -0.622  -0.07
C 2.333 2.533 -0.763  -0.08
C 4.071 1.170 0.295  0.08
H 0.030 2.134 -2.716  0.05
H 0.987 2.868 -4.010  0.10
H -0.704 3.397 -3.570  0.07
H 0.263 4.324 -1.357  0.14
H 1.187 4.998 -2.751  0.13
H 3.560 4.661 -2.795  0.14
H 5.383 3.176 -1.422  0.15
H 1.568 1.881 -0.274  0.02
H 4.703 1.637 1.012  0.09
H 4.556 0.442 -0.351  0.11
H 3.173 0.752 0.683  0.06
Cl 0.057 0.205 0.169  -0.11

Record 6
Density functional theory data (ωB97M-V/def2-TZVPD) for a cluster of 3 separate species, C26H55N2O2S in total.

Computed properties:
DFT total energy, eV: -45758.105
Kohn-Sham gap, hartree: 0.294
HOMO, eV: -12.3
Total charge: +1
Maximum force, Eh/bohr: 0.012

Each line ends with the Löwdin charge.
Element x y z (Å)
C -3.381 5.953 -4.896  -0.11
C -4.594 5.630 -4.018  -0.24
C -4.287 5.535 -2.510  -0.19
C -4.422 4.112 -1.948  -0.21
N -3.632 3.876 -0.725  0.02
C -2.211 3.466 -0.837  -0.43
C -1.541 3.779 0.519  -0.11
C -0.287 3.005 0.950  -0.15
C 1.080 3.594 0.547  -0.10
C 1.450 4.714 1.506  -0.50
O 0.631 5.403 2.041  0.15
O 2.756 4.830 1.804  0.00
C 3.690 4.893 0.711  -0.21
C 3.340 5.960 -0.307  -0.05
C -2.131 1.998 -1.097  0.07
N -1.273 1.683 -1.996  0.15
C -0.577 2.849 -2.576  -0.11
C -1.487 4.003 -2.108  -0.52
S -0.617 5.595 -1.955  0.87
H -2.789 5.059 -5.133  0.06
H -2.723 6.687 -4.426  0.07
H -3.700 6.369 -5.855  0.08
H -5.033 4.685 -4.359  0.10
H -5.363 6.388 -4.185  0.11
H -3.283 5.911 -2.307  0.06
H -4.964 6.188 -1.953  0.12
H -5.462 3.964 -1.645  0.13
H -4.225 3.374 -2.742  0.11
H -4.119 3.170 -0.181  0.12
H -1.344 4.850 0.551  0.10
H -2.332 3.577 1.251  0.13
H -0.330 1.949 0.658  0.09
H -0.301 3.005 2.043  0.13
H 1.076 3.999 -0.466  0.07
H 1.826 2.801 0.625  0.11
H 3.788 3.904 0.247  0.12
H 4.640 5.139 1.187  0.13
H 4.174 6.061 -1.006  0.09
H 3.186 6.926 0.178  0.10
H 2.448 5.713 -0.892  0.05
H -2.747 1.245 -0.609  0.18
H -1.058 0.748 -2.326  0.18
H -0.602 2.764 -3.665  0.14
H 0.468 2.887 -2.268  0.11
H -2.205 4.152 -2.913  0.07
H 0.530 5.195 -2.514  -0.12
C 1.956 0.280 -0.802  -0.11
C 1.658 -1.215 -0.834  -0.26
C 0.714 -1.658 0.282  -0.23
C 1.233 -1.413 1.700  -0.22
C 2.576 -2.072 2.009  -0.26
C 2.545 -3.592 1.891  -0.11
H 2.453 0.572 0.124  0.07
H 2.604 0.575 -1.630  0.08
H 1.031 0.863 -0.873  0.03
H 2.596 -1.771 -0.783  0.11
H 1.208 -1.477 -1.797  0.10
H 0.485 -2.718 0.153  0.11
H -0.244 -1.131 0.170  0.09
H 0.485 -1.782 2.409  0.11
H 1.312 -0.336 1.885  0.09
H 2.868 -1.796 3.025  0.11
H 3.354 -1.669 1.354  0.10
H 1.799 -4.017 2.566  0.07
H 3.513 -4.022 2.151  0.08
H 2.305 -3.919 0.878  0.07
C 2.589 -7.559 3.465  -0.11
C 1.944 -7.489 2.084  -0.27
C 0.467 -7.103 2.122  -0.24
C -0.441 -8.081 2.871  -0.23
C -0.411 -9.514 2.344  -0.27
C -0.874 -9.642 0.896  -0.11
H 2.119 -8.318 4.092  0.07
H 3.648 -7.808 3.390  0.07
H 2.506 -6.600 3.982  0.07
H 2.071 -8.446 1.571  0.10
H 2.478 -6.750 1.480  0.09
H 0.105 -6.984 1.097  0.10
H 0.373 -6.117 2.591  0.10
H -1.469 -7.706 2.822  0.11
H -0.176 -8.086 3.931  0.10
H -1.052 -10.129 2.979  0.11
H 0.596 -9.928 2.442  0.10
H -1.893 -9.265 0.779  0.07
H -0.865 -10.683 0.572  0.07
H -0.231 -9.083 0.214  0.06